(1)
Entry from the OMol25 dataset: C22H28F6O2PS4SbTi as an isolated structure in a non-equilibrium geometry (ωB97M-V/def2-TZVPD).

Element x y z (Å)
Ti1 -1.5942 0.0258 0.3456
C1 -1.6189 -0.6998 -3.1611
C2 -2.0414 0.7591 -3.1576
S1 -2.7626 1.2648 -1.5641
C3 -2.4572 3.0542 -1.5615
C4 -2.4010 3.6054 -0.1465
S2 -1.0053 3.0158 0.8446
C5 0.4164 3.9197 0.1580
C6 0.9964 3.4282 -1.1713
S3 0.6453 1.6666 -1.2904
C7 1.4701 1.1315 -2.7977
C8 1.1813 -0.3657 -2.9974
S4 -0.2106 -1.1089 -2.0899
H1 -1.3494 -0.9902 -4.1775
H2 -2.4350 -1.3524 -2.8506
H3 -2.8224 0.9176 -3.9024
H4 -1.2058 1.4244 -3.3659
H5 -3.2871 3.5069 -2.1050
H6 -1.5328 3.2340 -2.1053
H7 -3.2961 3.3395 0.4194
H8 -2.3581 4.6948 -0.1806
H9 1.1655 3.8319 0.9442
H10 0.1346 4.9709 0.1008
H11 2.0735 3.5949 -1.1770
H12 0.5668 3.9606 -2.0202
H13 2.5442 1.2817 -2.6975
H14 1.1190 1.7192 -3.6465
H15 2.0406 -0.9585 -2.6905
H16 1.0033 -0.5862 -4.0496
O1 -1.9766 -0.2278 4.1453
C9 -1.2745 0.0488 3.2519
O2 -1.8048 0.4794 1.9973
C10 0.2258 0.0155 3.1285
P1 0.6034 -0.6948 1.4781
C11 0.7156 -2.4703 1.7431
C12 -0.2559 -3.3534 1.2801
C13 -0.1624 -4.7038 1.5871
C14 0.8960 -5.1689 2.3506
C15 1.8723 -4.2902 2.8099
C16 1.7870 -2.9442 2.5099
C17 2.2374 -0.1329 0.9908
C18 2.7972 1.0454 1.4769
C19 4.0400 1.4562 1.0212
C20 4.7189 0.7004 0.0740
C21 4.1638 -0.4783 -0.4082
C22 2.9250 -0.8994 0.0496
H17 0.6657 -0.5658 3.9366
H18 0.5746 1.0493 3.1935
H19 -1.0833 -3.0127 0.6754
H20 -0.9181 -5.3887 1.2281
H21 0.9663 -6.2213 2.5900
H22 2.6990 -4.6569 3.4028
H23 2.5539 -2.2660 2.8667
H24 2.2870 1.6470 2.2194
H25 4.4872 2.3581 1.4177
H26 5.6931 1.0191 -0.2723
H27 4.7086 -1.0813 -1.1228
H28 2.5076 -1.8366 -0.3017
F1 -2.3511 -1.4687 -0.3841
Sb1 -4.5309 -1.7690 0.4917
F2 -4.3225 -3.5585 0.0498
F3 -4.8825 -1.3607 -1.2923
F4 -4.0347 0.0844 0.6790
F5 -6.1675 -1.6143 1.3070
F6 -3.3396 -2.0254 1.9225

Spin multiplicity: 1
HOMO level in eV: -14.7
ΔE to the lowest compared entry with this formula, charge and spin in kJ/mol: 185.8
Total charge: +2



(2)
Entry from the OMol25 dataset: a 3-piece molecular cluster, C22H28FN3O4Si overall in a non-equilibrium geometry (ωB97M-V/def2-TZVPD).

Element x y z (Å)
C1 -2.6381 -3.2251 -4.6427
C2 -2.3594 -1.8941 -3.9584
O1 -1.9576 -2.1937 -2.6223
C3 -1.1668 -1.1446 -2.0916
C4 -1.2275 -1.2059 -0.5741
O2 -1.0781 0.1099 -0.0437
C5 0.1488 0.3465 0.6252
Si1 -0.2644 1.6308 1.9605
F1 1.0770 2.3982 2.3656
C6 -1.4914 2.8426 1.1690
C7 -0.9470 3.2985 -0.1537
O3 -1.4301 2.9698 -1.2194
O4 0.1808 4.1041 -0.1076
C8 -1.0748 0.7721 3.3987
C9 -0.3551 0.3711 4.5080
C10 -1.0359 -0.2150 5.5342
N1 -2.3303 -0.4538 5.5937
C11 -3.0166 -0.1000 4.5164
C12 -2.4146 0.5004 3.4501
H1 -2.7645 -3.1046 -5.7144
H2 -1.8044 -3.8809 -4.4082
H3 -3.5431 -3.6323 -4.1972
H4 -3.2486 -1.2599 -3.9421
H5 -1.5362 -1.3932 -4.4773
H6 -0.1465 -1.2413 -2.4832
H7 -1.5451 -0.1710 -2.4107
H8 -2.2289 -1.5462 -0.3112
H9 -0.5100 -1.9033 -0.1446
H10 0.5427 -0.5337 1.1359
H11 0.8881 0.7945 -0.0506
H12 -2.4214 2.3116 1.0021
H13 -1.6479 3.7138 1.8066
H14 0.8791 3.6007 -0.5402
H15 0.7101 0.5255 4.5748
H16 -0.4548 -0.4990 6.4067
H17 -4.0827 -0.2713 4.4862
H18 -3.0332 0.7808 2.6067
C13 4.4481 -0.1535 7.6296
C14 4.3210 -1.2878 6.8453
C15 3.5478 -1.2099 5.6975
N2 2.9146 -0.1053 5.3055
C16 3.0475 0.9756 6.0741
C17 3.7993 1.0057 7.2380
H19 5.0439 -0.1726 8.5331
H20 4.8102 -2.2133 7.1156
H21 3.4237 -2.0726 5.0522
H22 2.5194 1.8599 5.7319
H23 3.8727 1.9132 7.8211
C18 1.4273 0.3763 -8.5028
C19 0.3741 -0.4773 -8.7859
C20 -0.4603 -0.8579 -7.7464
N3 -0.3064 -0.4526 -6.4870
C21 0.7127 0.3667 -6.2341
C22 1.6030 0.8106 -7.1996
H24 2.1012 0.6985 -9.2863
H25 0.2017 -0.8405 -9.7896
H26 -1.2992 -1.5224 -7.9234
H27 0.8141 0.6791 -5.2000
H28 2.4117 1.4780 -6.9358

Spin multiplicity: 1
HOMO level in eV: -9.3
ΔE to the lowest compared entry with this formula, charge and spin in kJ/mol: 0.0



(3)
Entry from the OMol25 dataset: one molecule with the formula C22H28N2O5 (ωB97M-V/def2-TZVPD).

Element x y z (Å)
C1 -3.2715 2.0067 -5.1093
O1 -2.3712 2.7381 -4.3144
C2 -1.8304 2.1339 -3.2188
C3 -2.0953 0.8306 -2.8130
C4 -1.4795 0.3213 -1.6842
C5 -0.5925 1.0919 -0.9425
N1 -0.0041 0.5069 0.1840
C6 0.9150 1.0154 1.0298
O2 1.4159 2.1184 0.9616
C7 1.2573 0.0787 2.2105
C8 2.7612 0.1532 2.5477
O3 3.5718 -0.6333 1.7162
C9 3.9244 -0.0688 0.4637
C10 2.9934 -0.4384 -0.6651
C11 2.6365 0.4977 -1.6261
C12 1.8052 0.1419 -2.6736
C13 1.3130 -1.1491 -2.7631
C14 1.6666 -2.0888 -1.8098
C15 2.5131 -1.7375 -0.7736
N2 0.8864 -1.2969 2.0067
C16 -0.3205 -1.8552 2.2772
O4 -0.5468 -3.0295 2.1097
O5 -1.1892 -0.9180 2.6936
C17 -2.5694 -1.2586 2.9693
C18 -2.6526 -2.2965 4.0868
C19 -3.2446 -1.7646 1.6945
C20 -3.1902 0.0661 3.4135
C21 -0.3338 2.4005 -1.3426
C22 -0.9457 2.9088 -2.4671
H1 -2.7989 1.1175 -5.5395
H2 -3.5688 2.6789 -5.9126
H3 -4.1592 1.7079 -4.5420
H4 -2.7754 0.2006 -3.3641
H5 -1.6852 -0.6964 -1.3822
H6 -0.2842 -0.4501 0.3517
H7 0.6981 0.4812 3.0651
H8 3.0641 1.2076 2.5195
H9 2.9199 -0.2440 3.5543
H10 3.9984 1.0219 0.5460
H11 4.9222 -0.4699 0.2432
H12 3.0039 1.5100 -1.5488
H13 1.5318 0.8772 -3.4153
H14 0.6565 -1.4215 -3.5761
H15 1.2913 -3.0995 -1.8764
H16 2.8177 -2.4765 -0.0461
H17 1.6325 -1.9169 1.7228
H18 -3.6930 -2.4735 4.3445
H19 -2.1265 -1.9382 4.9692
H20 -2.2025 -3.2315 3.7650
H21 -3.1705 -1.0142 0.9091
H22 -2.7702 -2.6833 1.3593
H23 -4.2942 -1.9635 1.8911
H24 -3.0741 0.8122 2.6315
H25 -4.2470 -0.0707 3.6216
H26 -2.6958 0.4281 4.3110
H27 0.3488 3.0059 -0.7712
H28 -0.7514 3.9191 -2.7900

Spin multiplicity: 1
HOMO level in eV: -7.9
ΔE to the lowest compared entry with this formula, charge and spin in kJ/mol: 101.7



(4)
Entry from the OMol25 dataset: C22H28N2O5S2 as an isolated structure in a non-equilibrium geometry (ωB97M-V/def2-TZVPD).

Element x y z (Å)
C1 1.8459 -3.7583 1.8628
C2 2.3085 -2.8784 0.8828
C3 2.2804 -1.5029 1.1122
C4 1.8095 -1.0372 2.3377
S1 1.7549 0.7538 2.6621
C5 0.0467 1.2422 2.5085
C6 -0.4717 2.1426 3.4548
S2 -0.8270 0.7614 1.0537
C7 -2.0617 -0.4280 1.6517
C8 -1.7986 -1.7941 1.5336
C9 -2.6917 -2.7154 2.0813
C10 -3.8495 -2.2666 2.7202
C11 -4.0946 -0.8973 2.8593
C12 -3.1866 0.0327 2.3447
O1 -1.5387 1.9261 0.5629
O2 0.0354 -0.0091 0.1718
O3 2.1536 0.8931 4.0581
O4 2.5079 1.4254 1.6264
C13 1.3563 -1.9062 3.3323
C14 1.3649 -3.2775 3.0814
H1 1.8594 -4.8270 1.6744
H2 2.6982 -3.2312 -0.0717
H3 2.6194 -0.7852 0.3628
H4 -1.5171 2.4761 3.3530
H5 0.0255 2.0993 4.4305
H6 -0.8876 -2.1221 1.0324
H7 -2.4688 -3.7780 1.9851
H8 -4.5652 -2.9891 3.1066
H9 -4.9942 -0.5388 3.3615
H10 -3.3387 1.1059 2.4707
H11 0.9976 -1.4939 4.2778
H12 1.0026 -3.9543 3.8549
C15 0.5791 5.1590 10.1323
C16 0.7093 5.5054 8.6569
C17 1.4479 4.4077 7.8694
N1 1.5120 4.6794 6.4262
C18 0.5140 4.3131 5.5705
C19 0.9103 4.5023 4.0946
C20 1.2155 5.9825 3.7823
C21 0.4444 6.3478 2.4973
C22 -0.4141 5.1353 2.1131
N2 -0.0497 3.9737 3.0760
O5 -0.5972 3.9349 5.9563
H13 0.0921 5.9888 10.6421
H14 -0.0449 4.2704 10.2702
H15 1.5519 4.9885 10.6054
H16 -0.2867 5.6101 8.1959
H17 1.2618 6.4506 8.5242
H18 2.4896 4.3198 8.2135
H19 0.9383 3.4392 7.9994
H20 2.4155 4.8873 6.0170
H21 1.8069 3.8658 3.9478
H22 0.9279 6.6467 4.6196
H23 2.3073 6.0768 3.6585
H24 -0.2004 7.2156 2.6772
H25 1.1503 6.6149 1.6946
H26 -1.4822 5.3734 2.0785
H27 -0.1256 4.7300 1.1414
H28 0.6044 3.5165 2.3901

Spin multiplicity: 1
HOMO level in eV: -8.6
ΔE to the lowest compared entry with this formula, charge and spin in kJ/mol: 281.6